*i*
A single C4H7NOS2 molecule. Source: OMol25; level of theory: ωB97M-V with the def2-TZVPD basis set.

Each atom is followed by the atoms it is bonded to, with distances in Å.
Positions of all 15 atoms, in Å:
1 O -2.545 -0.505 -0.636  C2 1.417, H9 0.983
2 C -1.176 -0.852 -0.516  O1 1.417, C3 1.526, H10 1.078, H11 1.092
3 C -0.560 0.000 0.590  C2 1.526, C4 1.496, S8 1.827, H12 1.081
4 C 0.847 -0.308 0.995  C3 1.496, C5 1.509, H13 1.095, H14 1.099
5 C 1.788 0.366 0.027  C4 1.509, S6 1.622, N7 1.375
6 S 3.248 -0.169 -0.435  C5 1.622
7 N 1.142 1.460 -0.499  C5 1.375, S8 1.709, H15 1.023
8 S -0.463 1.733 0.019  C3 1.827, N7 1.709
9 H -2.663 0.439 -0.881  O1 0.983
10 H -1.181 -1.901 -0.266  C2 1.078
11 H -0.598 -0.750 -1.437  C2 1.092
12 H -1.232 0.034 1.436  C3 1.081
13 H 1.016 -1.387 1.076  C4 1.095
14 H 1.075 0.087 1.995  C4 1.099
15 H 1.303 1.750 -1.467  N7 1.023

The LUMO energy comes out at 0.30 eV. Its spin multiplicity is 1. The value obtained for the HOMO energy is -8.63 eV. As for the SMILES: OC[C@H]1CC(=S)NS1.

Atomic partial charges in e from the Mulliken method, atoms 1 to 2: O -0.51; C -0.52

***

*ii*
A single C4H7NOS2 molecule. Source: OMol25; level of theory: ωB97M-V with the def2-TZVPD basis set.

Each atom is followed by the atoms it is bonded to, with distances in Å.
Positions of all 15 atoms, in Å:
1 S 2.702 -1.077 -0.173  C2 1.598
2 C 2.684 0.495 0.110  S1 1.598, N3 1.373, H9 1.086
3 N 1.569 1.296 0.091  C2 1.373, O4 1.435, H10 1.074
4 O 0.432 0.839 -0.656  N3 1.435, C5 1.449
5 C -0.777 0.711 0.131  O4 1.449, C6 1.490, C7 1.494, H11 1.138
6 C -0.893 -0.314 1.206  C5 1.490, C7 1.533, H12 1.113, H13 1.055
7 C -1.495 -0.561 -0.182  C5 1.494, C6 1.533, S8 1.800, H14 1.135
8 S -3.272 -0.278 -0.169  C7 1.800, H15 1.576
9 H 3.422 1.102 0.627  C2 1.086
10 H 1.595 2.351 0.290  N3 1.074
11 H -1.342 1.674 0.350  C5 1.138
12 H -1.657 -0.051 1.971  C6 1.113
13 H -0.083 -0.958 1.412  C6 1.055
14 H -1.052 -1.178 -1.025  C7 1.135
15 H -3.304 0.964 -1.138  S8 1.576

The LUMO energy comes out at 0.54 eV. Its spin multiplicity is 1. The value obtained for the HOMO energy is -8.66 eV. As for the SMILES: S=CNO[C@@H]1C[C@H]1S.

Atomic partial charges in e from the Mulliken method, atoms 1 to 2: S -0.31; C -0.11

***

It turns out *i* is the most stable, with the second structure 0.1347 hartree higher.